[1]
The following is a quantum chemistry calculation of C7H10N2O3 in the gas phase in a non-equilibrium geometry, from OMol25.

Last column: Löwdin charge in e.
Element x y z (Å)
C -1.747139 -0.759373 0.735386  -0.200
C 1.917161 -1.501159 0.449383  -0.688
C -0.443630 -0.299109 0.776756  -0.153
C 0.331842 -0.207167 -0.631164  -0.504
C -0.306391 -1.208260 -1.591103  0.003
C 0.237245 1.275051 -1.113187  0.025
C 0.022620 0.433995 1.905398  -0.292
N -2.759282 -1.251290 0.785744  0.233
N 0.819773 -1.932845 1.103166  0.229
O 3.002164 -1.965476 0.609735  0.130
O 1.661248 -0.435277 -0.291497  0.041
O -0.195478 -0.142156 3.155912  -0.058
H 0.633869 -1.684588 -2.091885  0.144
H -0.936106 -0.576816 -2.296283  0.103
H -0.881951 -1.930400 -1.033403  0.063
H 1.303558 1.580573 -1.396184  0.123
H -0.106398 1.883629 -0.242503  0.080
H -0.471347 1.262386 -1.963124  0.080
H -0.394932 1.556421 1.917972  0.172
H 1.160875 0.667718 1.983672  0.180
H 0.829088 -2.156813 2.150826  0.149
H -1.170740 -0.054372 3.406883  0.141

Cartesian forces (eV/Å) of the 3 atoms listed first:
C 1.12 0.34 0.47
C -0.30 -0.49 2.18
C 4.93 -3.83 -2.12

Output
ΔE to the lowest compared entry with this formula, charge and spin   4.2365 eV
LUMO energy (spin up / spin down)   -1.16 / -1.16 eV
Net charge   0
Calculated total energy   -607.84176 Eh
E_HOMO (spin up / spin down)   -9.902 / -9.904 eV
Frontier orbital gap (spin up / spin down)   8.74 / 8.74 eV



[2]
The following is a quantum chemistry calculation of C7H10N2O3 in the gas phase in a non-equilibrium geometry, from OMol25.

Last column: Mulliken spin population.
Element x y z (Å)
C -0.791925 -1.363108 1.470452  0.497
C 0.466835 -1.673510 0.803321  0.087
C -1.525129 -0.274690 1.119322  0.612
C 0.896255 -1.159334 -0.338039  0.510
C -0.905798 0.720694 0.141664  0.111
C 0.073215 -0.049617 -1.017646  0.012
C 0.916017 1.443785 1.341469  0.009
N 1.009170 0.827090 -1.563790  0.019
N -0.863382 -0.624894 -2.170814  0.029
O -1.677584 -1.474248 -1.905808  0.005
O -0.784954 0.016128 -3.210637  0.014
O -0.229420 1.772927 0.664204  0.025
H -0.864895 -1.825342 2.494819  0.023
H 1.050823 -2.451639 1.335109  0.014
H -2.376573 0.057339 1.690638  0.015
H 1.874310 -1.330598 -0.816317  0.004
H -1.820935 1.113599 -0.535231  0.018
H 0.805838 0.588634 2.149040  0.002
H 1.357760 2.401370 1.810221  0.002
H 1.764315 1.009335 0.582440  -0.008
H 1.018980 0.552368 -2.507690  0.000
H 0.607077 1.723712 -1.536727  0.000

Cartesian forces (eV/Å) of the 3 atoms listed first:
C 5.92 -4.53 1.22
C -3.55 -2.64 5.23
C -1.32 4.06 -1.96

Output
ΔE to the lowest compared entry with this formula, charge and spin   3.6542 eV
LUMO energy (spin up / spin down)   0.28 / -2.58 eV
Net charge   0
Calculated total energy   -607.65817 Eh
E_HOMO (spin up / spin down)   -6.271 / -10.055 eV
Multiplicity   3
Frontier orbital gap (spin up / spin down)   6.55 / 7.47 eV



[3]
The following is a quantum chemistry calculation of C7H10N2O6 in the gas phase in a non-equilibrium geometry, from OMol25.

Last column: Mulliken spin population.
Element x y z (Å)
C 1.673418 0.885973 -0.225645  0.430
C -2.175833 -0.115858 0.374920  0.000
C 2.148146 1.928351 0.669603  -0.001
C -0.125506 -0.633717 -0.670608  0.012
C -3.201162 -0.676925 1.296570  0.001
C 3.461366 2.119011 0.718937  0.518
C -0.450370 -0.518295 -2.174814  -0.004
N 0.815460 -1.672722 -0.594386  0.010
N 1.303735 -2.061547 0.460596  0.005
O 2.381817 0.287438 -0.979691  0.820
O -2.193027 0.989644 -0.068220  0.003
O 2.237369 -3.039806 0.218823  0.002
O 1.165261 -1.674561 1.590123  0.036
O 0.336108 0.551471 -0.079922  0.123
O -1.250938 -1.050054 0.071102  0.008
H 1.321369 2.348892 1.326865  0.006
H -4.244310 -0.425066 1.163472  0.000
H -2.906071 -0.518108 2.434877  0.000
H -3.287898 -1.731838 0.990823  0.000
H 2.280026 -3.352149 -0.696505  -0.001
H 3.870653 2.874024 1.338087  0.010
H 4.018852 1.594735 0.100355  0.019
H 0.540646 -0.162646 -2.734033  0.001
H -1.120448 0.227931 -2.255784  0.000
H -0.881790 -1.367636 -2.676382  0.000

Cartesian forces (eV/Å) of the 3 atoms listed first:
C -4.08 4.77 6.23
C -1.19 0.70 0.17
C -4.19 -2.12 -0.57

Output
ΔE to the lowest compared entry with this formula, charge and spin   0.5674 eV
LUMO energy (spin up / spin down)   0.33 / -3.80 eV
Net charge   0
Calculated total energy   -833.34810 Eh
E_HOMO (spin up / spin down)   -5.915 / -9.804 eV
Multiplicity   3
Frontier orbital gap (spin up / spin down)   6.24 / 6.01 eV